# 1
Computed, not measured: a structure of composition C36H43ClN3O4SrTe, with ωB97M-V with the def2-TZVPD basis set.

Atoms and positions in Å:
Sr (-0.862, -0.752, 3.404)
N (-3.084, -1.376, 4.966)
C (-3.871, -2.563, 4.682)
C (-4.129, -2.710, 3.194)
N (-2.797, -2.683, 2.442)
H (-2.821, -1.387, 5.949)
H (-3.620, -0.482, 4.827)
H (-4.817, -2.502, 5.229)
H (-3.291, -3.463, 5.043)
H (-4.736, -1.861, 2.715)
H (-4.651, -3.660, 3.080)
H (-3.095, -2.839, 1.467)
H (-2.310, -3.533, 2.678)
C (3.616, -6.124, -0.894)
C (2.485, -5.171, -1.480)
C (2.139, -5.244, -2.813)
C (1.051, -4.540, -3.335)
Cl (0.658, -4.601, -5.055)
C (0.287, -3.706, -2.539)
C (0.593, -3.565, -1.191)
C (1.715, -4.302, -0.648)
O (2.118, -4.224, 0.633)
C (1.264, -4.270, 1.766)
C (0.841, -2.939, 2.336)
O (0.761, -1.967, 1.572)
O (0.378, -2.971, 3.514)
H (4.046, -6.642, -1.749)
H (3.175, -6.906, -0.331)
H (4.434, -5.666, -0.368)
H (2.744, -5.867, -3.417)
H (-0.617, -3.233, -2.952)
H (-0.010, -2.979, -0.492)
H (1.584, -4.969, 2.556)
H (0.241, -4.659, 1.502)
C (3.892, -1.453, -4.651)
C (3.062, -0.863, -3.579)
C (3.602, -0.648, -2.311)
C (2.807, -0.229, -1.246)
C (3.405, -0.066, 0.107)
C (1.451, 0.041, -1.485)
Te (0.228, 0.686, 0.180)
N (-2.659, 1.693, 3.434)
C (-1.442, 2.111, 3.648)
O (-0.589, 1.437, 4.360)
C (-0.991, 3.406, 2.984)
C (-1.839, 4.192, 2.250)
C (-1.468, 5.507, 1.894)
C (-0.141, 5.882, 2.125)
C (0.718, 5.041, 2.838)
C (0.329, 3.811, 3.292)
C (-0.625, 2.457, -0.601)
C (0.135, 3.452, -1.170)
C (1.685, 3.381, -1.264)
C (-0.539, 4.564, -1.611)
C (-1.930, 4.776, -1.529)
C (-2.470, 6.141, -1.895)
C (-2.660, 3.716, -1.102)
C (-1.991, 2.553, -0.690)
C (-2.953, 1.508, -0.134)
C (0.898, -0.157, -2.733)
C (-0.482, 0.176, -3.091)
C (1.667, -0.642, -3.766)
H (4.429, -2.392, -4.372)
H (4.678, -0.790, -4.893)
H (3.293, -1.827, -5.520)
H (4.622, -0.874, -2.087)
H (4.575, -0.249, 0.043)
H (3.031, -0.823, 0.777)
H (3.260, 0.927, 0.449)
H (-2.897, 3.943, 2.167)
H (-2.170, 6.240, 1.439)
H (0.201, 6.815, 1.754)
H (1.728, 5.350, 3.054)
H (0.954, 3.211, 3.996)
H (2.057, 2.582, -0.627)
H (2.046, 4.236, -0.876)
H (2.093, 3.183, -2.286)
H (0.085, 5.389, -2.006)
H (-2.372, 6.236, -3.024)
H (-1.836, 6.926, -1.493)
H (-3.535, 6.166, -1.640)
H (-3.744, 3.707, -1.158)
H (-3.945, 1.662, -0.418)
H (-2.955, 1.646, 0.991)
H (-2.703, 0.454, -0.419)
H (-1.282, -0.020, -2.268)
H (-0.791, -0.282, -4.016)
H (-0.513, 1.223, -3.389)
H (1.175, -0.759, -4.723)

Properties
total charge = 0
E_LUMO (spin up / spin down) = 0.05 / -0.03 eV
E_HOMO (spin up / spin down) = -7.44 / -7.44 eV
expectation value of S² = 0.7595
electronic energy = -2621.7869 Ha
gap between HOMO and LUMO (spin up / spin down) = 7.490 / 7.403 eV
2S+1 = 2

Atom charges from the Löwdin analysis, given in e for atoms 1 to 4: atom 1 (Sr): 1.461, atom 2 (N): -0.081, atom 3 (C): -0.292, atom 4 (C): -0.240


# 2
Computed, not measured: a structure of composition C36H43EuN8OS2Si2, with ωB97M-V with the def2-TZVPD basis set.

Atoms and positions in Å:
Eu (-0.303, 0.040, -0.807)
C (4.140, -1.837, 2.725)
C (3.398, -0.917, 3.436)
C (2.510, -0.020, 2.769)
C (2.458, -0.047, 1.370)
C (3.163, -1.009, 0.705)
C (4.023, -1.910, 1.349)
N (1.555, 0.733, 0.606)
C (1.459, 2.130, 0.948)
C (2.534, 2.915, 1.424)
C (2.421, 4.277, 1.628)
C (1.208, 4.926, 1.338)
C (0.072, 4.178, 0.989)
C (0.250, 2.819, 0.714)
N (-0.856, 2.076, 0.240)
N (-2.043, 2.533, 0.543)
C (-3.062, 1.720, 0.088)
C (-4.357, 2.215, 0.268)
C (-5.424, 1.491, -0.154)
C (-5.168, 0.316, -0.877)
C (-3.839, -0.070, -1.063)
N (-2.799, 0.553, -0.535)
H (4.719, -2.576, 3.251)
H (3.405, -0.921, 4.546)
H (1.917, 0.624, 3.356)
H (3.002, -1.204, -0.358)
H (4.630, -2.561, 0.746)
H (3.442, 2.316, 1.653)
H (3.247, 4.839, 2.002)
H (1.064, 5.995, 1.555)
H (-0.864, 4.781, 0.835)
H (-4.608, 3.170, 0.808)
H (-6.402, 1.923, -0.004)
H (-5.971, -0.323, -1.205)
H (-3.655, -0.977, -1.643)
C (-0.422, -5.341, 0.069)
Si (0.391, -3.630, 0.355)
C (1.500, -3.559, -1.161)
C (1.381, -3.883, 1.881)
C (-1.003, -2.352, 0.427)
C (-1.836, -2.570, -0.783)
C (-3.051, -3.359, -0.800)
C (-3.656, -3.600, -2.003)
C (-3.148, -2.991, -3.190)
C (-2.063, -2.172, -3.076)
N (-1.411, -2.006, -1.924)
Si (-1.934, -2.316, 2.074)
C (-3.581, -1.463, 2.034)
C (-2.352, -3.963, 2.987)
C (-0.930, -1.256, 3.280)
H (0.207, -6.155, 0.425)
H (-0.591, -5.518, -0.976)
H (-1.372, -5.406, 0.616)
H (1.862, -4.570, -1.303)
H (2.309, -2.820, -1.286)
H (0.790, -3.449, -2.000)
H (2.137, -4.648, 1.777)
H (0.728, -4.099, 2.748)
H (1.925, -2.987, 2.158)
H (-3.430, -3.753, 0.127)
H (-4.620, -4.112, -2.096)
H (-3.760, -3.047, -4.093)
H (-1.665, -1.602, -3.922)
H (-4.143, -1.731, 2.901)
H (-4.259, -1.671, 1.214)
H (-3.526, -0.399, 2.052)
H (-2.866, -4.700, 2.359)
H (-3.033, -3.684, 3.806)
H (-1.544, -4.501, 3.465)
H (-0.591, -0.330, 2.723)
H (-0.023, -1.725, 3.684)
H (-1.588, -0.850, 4.072)
O (-0.510, 3.007, -4.365)
S (-1.446, 1.903, -4.030)
N (-1.116, 1.031, -2.832)
N (3.726, 1.474, -1.686)
C (2.613, 1.299, -2.475)
S (2.047, -0.229, -2.912)
N (1.956, 2.387, -2.944)
C (2.246, 3.713, -2.621)
C (3.508, 4.245, -2.845)
C (3.752, 5.606, -2.520)
C (2.723, 6.361, -2.050)
C (1.472, 5.841, -1.864)
C (1.209, 4.494, -2.112)
H (4.036, 0.637, -1.216)
H (3.765, 2.309, -1.105)
H (1.062, 2.329, -3.481)
H (4.302, 3.590, -3.180)
H (4.720, 6.057, -2.608)
H (2.926, 7.361, -1.723)
H (0.737, 6.534, -1.346)
H (0.175, 4.071, -1.955)

Properties
total charge = -1
E_LUMO (spin up / spin down) = 2.53 / 2.06 eV
E_HOMO (spin up / spin down) = -3.66 / -4.44 eV
expectation value of S² = 15.7778
electronic energy = -3996.7670 Ha
gap between HOMO and LUMO (spin up / spin down) = 6.189 / 6.505 eV
2S+1 = 8

Atom charges from the Löwdin analysis, given in e for atoms 1 to 4: atom 1 (Eu): 1.768, atom 2 (C): -0.151, atom 3 (C): -0.089, atom 4 (C): -0.031


# 3
Computed, not measured: a structure of composition C36H43F27HgNO14S, with ωB97M-V with the def2-TZVPD basis set.

Atoms and positions in Å:
Hg (-17.011, -17.986, 4.642)
C (-18.299, -22.458, 3.860)
F (-17.757, -21.947, 2.651)
F (-19.620, -22.256, 3.876)
F (-17.979, -23.779, 4.018)
S (-17.482, -21.526, 5.286)
O (-18.159, -22.131, 6.485)
O (-16.086, -22.006, 5.193)
O (-17.750, -20.081, 4.991)
C (-15.791, -24.088, 8.368)
C (-17.006, -24.970, 8.781)
C (-18.264, -24.027, 9.091)
F (-19.346, -24.665, 9.644)
F (-17.895, -22.965, 9.839)
F (-17.607, -25.729, 7.883)
F (-16.735, -25.715, 9.839)
O (-14.881, -25.054, 7.854)
C (-13.733, -24.562, 7.258)
C (-13.110, -25.818, 6.707)
F (-12.047, -25.612, 5.855)
F (-12.831, -26.775, 7.642)
F (-14.017, -23.618, 6.371)
F (-13.064, -23.909, 8.245)
H (-15.513, -23.429, 9.190)
H (-16.038, -23.404, 7.555)
H (-18.509, -23.656, 8.096)
H (-13.814, -26.332, 6.052)
C (-19.691, -27.118, -0.835)
C (-19.962, -26.976, -2.361)
C (-19.720, -28.288, -3.163)
F (-18.447, -28.505, -3.117)
F (-20.504, -29.280, -2.751)
F (-21.260, -26.671, -2.625)
F (-19.289, -25.984, -2.800)
O (-20.256, -26.072, 0.023)
C (-20.020, -24.705, -0.221)
C (-20.373, -23.907, 1.094)
F (-19.276, -24.176, 1.849)
F (-20.401, -22.581, 0.891)
F (-18.780, -24.601, -0.692)
F (-20.925, -24.486, -1.120)
H (-18.679, -27.418, -0.561)
H (-20.317, -27.933, -0.473)
H (-19.977, -28.056, -4.197)
H (-21.356, -24.134, 1.506)
C (-18.612, -26.787, 4.841)
C (-17.168, -27.327, 4.598)
C (-16.310, -26.559, 3.619)
F (-15.122, -27.085, 3.353)
F (-16.961, -26.378, 2.485)
F (-16.627, -27.491, 5.825)
F (-17.250, -28.495, 3.918)
O (-19.521, -27.702, 5.528)
C (-20.835, -27.299, 5.962)
C (-21.710, -28.454, 6.502)
F (-21.312, -29.191, 7.537)
F (-22.970, -28.088, 6.736)
F (-20.713, -26.348, 6.914)
F (-21.376, -26.758, 4.770)
H (-18.984, -26.633, 3.828)
H (-18.544, -25.868, 5.423)
H (-16.148, -25.609, 4.130)
H (-21.866, -29.210, 5.732)
O (-15.212, -19.057, 6.358)
C (-14.010, -19.326, 6.349)
O (-13.107, -18.465, 6.843)
C (-11.793, -18.680, 6.202)
C (-11.862, -20.165, 5.921)
C (-13.318, -20.518, 5.722)
H (-10.857, -18.462, 6.716)
H (-11.590, -18.047, 5.338)
H (-11.582, -20.678, 6.841)
H (-11.233, -20.530, 5.109)
H (-13.720, -21.332, 6.325)
H (-13.635, -20.733, 4.701)
O (-15.410, -19.111, 3.268)
C (-15.314, -19.871, 2.270)
O (-15.740, -19.511, 1.083)
C (-15.485, -20.504, 0.092)
C (-15.396, -21.821, 0.856)
C (-14.848, -21.321, 2.179)
H (-14.575, -20.382, -0.494)
H (-16.315, -20.537, -0.614)
H (-14.802, -22.467, 0.210)
H (-16.340, -22.339, 1.025)
H (-13.775, -21.130, 2.150)
H (-15.092, -21.917, 3.058)
O (-18.013, -17.884, 6.765)
C (-18.606, -18.176, 7.779)
O (-19.671, -17.517, 8.181)
C (-20.062, -17.792, 9.509)
C (-19.501, -19.148, 9.749)
C (-18.214, -19.153, 8.905)
H (-21.141, -17.790, 9.356)
H (-19.745, -17.061, 10.252)
H (-20.167, -19.930, 9.383)
H (-19.261, -19.188, 10.811)
H (-18.051, -20.160, 8.522)
H (-17.364, -18.718, 9.431)
O (-18.431, -18.357, 2.920)
C (-19.125, -18.501, 1.896)
O (-19.227, -19.682, 1.270)
C (-20.050, -19.647, 0.089)
C (-20.805, -18.291, 0.307)
C (-19.788, -17.425, 1.122)
H (-20.901, -20.310, 0.243)
H (-19.475, -19.586, -0.835)
H (-21.829, -18.332, 0.679)
H (-20.758, -17.691, -0.602)
H (-20.314, -16.657, 1.688)
H (-19.053, -16.955, 0.467)
C (-22.660, -20.086, 7.819)
C (-21.715, -21.073, 7.132)
C (-22.248, -21.273, 5.711)
C (-23.488, -22.001, 5.742)
N (-24.463, -22.520, 5.881)
H (-23.609, -20.620, 7.857)
H (-22.609, -19.079, 7.406)
H (-22.475, -19.828, 8.862)
H (-21.442, -22.025, 7.588)
H (-20.690, -20.703, 7.088)
H (-21.533, -21.838, 5.114)
H (-22.330, -20.346, 5.143)

Properties
total charge = +1
E_LUMO = -5.50 eV
E_HOMO = -12.83 eV
electronic energy = -5753.2926 Ha
gap between HOMO and LUMO = 7.324 eV
2S+1 = 1

Atom charges from the Löwdin analysis, given in e for atoms 1 to 4: atom 1 (Hg): 1.373, atom 2 (C): -0.530, atom 3 (F): 0.055, atom 4 (F): 0.129


Question: Which formula does entry 1 have?
Answer: C36H43ClN3O4SrTe


Question: What is the formula in the first record?
Answer: C36H43ClN3O4SrTe